(1)
Molecular formula: C4H6O2
Method: DFT, ωB97M-V/def2-TZVPD

frontier orbital gap	9.29	eV
energy relative to the best compared isomer or geometry (same formula, charge and spin)	402.5	kJ/mol
LUMO	0.0160	hartree
E_HOMO	-0.325	Ha
electronic energy	-306.35299	Eh
total charge	0

```
12
Properties=species:S:1:pos:R:3:nbo_charge:R:1
O 0.08183 -0.35366 2.61218 -0.50
C -0.01036 -0.60372 1.43842 0.44
C -0.63271 0.34900 0.43216 -0.57
C 1.87597 0.59859 -1.16610 0.15
O 0.68948 0.55773 -1.68672 -0.47
C -0.47292 -0.03587 -1.02946 -0.09
H 0.32803 -1.58432 1.03298 0.11
H -1.70529 0.37997 0.66461 0.26
H -0.25750 1.36151 0.62027 0.26
H 1.80704 0.13888 -0.13411 0.03
H -0.38803 -1.12144 -1.15723 0.19
H -1.31555 0.31333 -1.62701 0.21
```


(2)
Molecular formula: C4H6O2
Method: DFT, ωB97M-V/def2-TZVPD

frontier orbital gap	10.99	eV
energy relative to the best compared isomer or geometry (same formula, charge and spin)	238.0	kJ/mol
LUMO	0.0356	hartree
E_HOMO	-0.368	Ha
electronic energy	-306.41566	Eh
SMILES	O=CC[C@@H]1CO1
total charge	0

```
12
Properties=species:S:1:pos:R:3:nbo_charge:R:1
O 1.45362 1.68681 -1.08006 -0.52
C 1.75470 0.64553 -0.54568 0.45
C 0.76414 -0.20803 0.20184 -0.55
C -0.63530 0.21995 -0.15906 0.04
C -1.73163 -0.51300 0.44658 -0.13
O -1.26945 -0.76899 -0.93584 -0.48
H 2.79778 0.27986 -0.57108 0.11
H 0.92570 -0.07383 1.27660 0.24
H 0.93946 -1.27502 -0.01835 0.25
H -0.74146 1.27312 -0.37706 0.21
H -1.48651 -1.04573 1.38847 0.18
H -2.77105 -0.22068 0.37364 0.20
```


(3)
Molecular formula: C4H6O2
Method: DFT, ωB97M-V/def2-TZVPD

frontier orbital gap	8.58	eV
energy relative to the best compared isomer or geometry (same formula, charge and spin)	443.9	kJ/mol
LUMO	0.0067	hartree
E_HOMO	-0.308	Ha
electronic energy	-306.33724	Eh
total charge	0

```
12
Properties=species:S:1:pos:R:3:nbo_charge:R:1
C 0.60540 1.80278 -0.82384 -0.27
C -0.58017 0.53732 0.30009 0.31
O -0.46552 0.78243 -0.98905 -0.52
C -0.82263 -0.90817 0.59642 -0.69
C 0.45042 -1.74945 0.55037 0.45
O 1.03532 -2.12934 1.53341 -0.49
H 1.44534 1.45795 -0.19263 0.20
H 0.19305 2.70156 -0.36267 0.22
H 0.94610 1.91699 -1.83954 0.19
H -1.17993 -0.91814 1.62449 0.25
H -1.53624 -1.32925 -0.11743 0.24
H 0.80379 -2.02962 -0.46281 0.12
```


(4)
Molecular formula: C4H6O2
Method: DFT, ωB97M-V/def2-TZVPD

frontier orbital gap	9.51	eV
energy relative to the best compared isomer or geometry (same formula, charge and spin)	442.7	kJ/mol
LUMO	0.0301	hartree
E_HOMO	-0.319	Ha
electronic energy	-306.33769	Eh
total charge	0

```
12
Properties=species:S:1:pos:R:3:nbo_charge:R:1
O -1.15433 1.84839 -0.05033 -0.65
C -0.66737 1.06028 -0.99449 0.21
C -0.29502 -0.28888 -0.55880 -0.45
C 1.23490 -0.36270 -0.32364 -0.02
O 1.03765 -0.69901 1.05178 -0.53
C -0.39064 -0.71978 0.89985 -0.07
H -1.18554 2.50915 -0.77086 0.53
H -0.66760 -0.96997 -1.32789 0.24
H 1.74372 -1.15380 -0.88581 0.18
H 1.78584 0.57935 -0.44964 0.18
H -0.88754 0.00217 1.55743 0.19
H -0.81239 -1.71858 1.04903 0.18
```


(5)
Molecular formula: C4H6O2
Method: DFT, ωB97M-V/def2-TZVPD

frontier orbital gap	8.12	eV
energy relative to the best compared isomer or geometry (same formula, charge and spin)	555.2	kJ/mol
LUMO	0.0100	hartree
E_HOMO	-0.288	Ha
electronic energy	-306.29481	Eh
total charge	0

```
12
Properties=species:S:1:pos:R:3:nbo_charge:R:1
O -1.84988 -1.25668 -0.25701 -0.69
C -1.20742 -0.07420 -0.66408 -0.11
C 0.01361 0.19668 0.19808 0.32
O -0.34382 0.52056 1.45726 -0.65
C 1.33779 0.14284 -0.20720 -0.40
C 2.63286 0.17250 -0.19513 -0.30
H -2.21940 -1.11474 0.62216 0.47
H -1.89764 0.78282 -0.63302 0.18
H -0.88262 -0.22302 -1.69480 0.21
H 0.77679 1.07159 -0.79594 0.30
H 0.43847 0.47693 2.02702 0.50
H 3.20126 -0.69527 0.14266 0.19
```


(6)
Molecular formula: C4H6O2
Method: DFT, ωB97M-V/def2-TZVPD

frontier orbital gap	10.72	eV
energy relative to the best compared isomer or geometry (same formula, charge and spin)	174.3	kJ/mol
LUMO	0.0327	hartree
E_HOMO	-0.361	Ha
electronic energy	-306.43989	Eh
SMILES	CC(=O)[C@H]1CO1
total charge	0

```
12
Properties=species:S:1:pos:R:3:nbo_charge:R:1
C 0.32335 1.70062 0.40000 -0.73
C -0.53582 0.46175 0.54574 0.57
O -1.69129 0.50659 0.90760 -0.52
C 0.09099 -0.89064 0.27712 -0.05
C -0.16358 -1.59085 -0.97977 -0.09
O 1.09051 -0.96678 -0.72205 -0.49
H 1.35206 1.46274 0.12044 0.23
H -0.11188 2.37185 -0.34908 0.25
H 0.30851 2.23818 1.35455 0.24
H 0.26541 -1.48791 1.17517 0.21
H -0.78554 -1.12627 -1.74555 0.19
H -0.14272 -2.67928 -0.98417 0.19
```